A structure of composition C38H46BrCl2N8O4PSTa, computed with ωB97M-V with the def2-TZVPD basis set.

Computed properties:
strongest force on any atom	0.7	eV Å⁻¹
gap between HOMO and LUMO	0.2301	Eh
relative energy (zero: lowest compared OMol25 entry of this formula, charge and spin)	140.67	kJ/mol

Structure (ORCA input):
```
! wB97M-V def2-TZVPD RIJCOSX def2/J DEFGRID3
* xyz 3 1
Ta -1.33 -0.48 -1.03
Cl -0.56 0.51 -7.77
C -0.29 -0.04 -6.16
C -1.36 -0.06 -5.28
C -1.15 -0.48 -3.98
N -2.09 -0.51 -2.92
C -3.42 -0.27 -3.27
O -3.97 -0.64 -4.27
C -4.10 0.61 -2.27
C -5.30 1.22 -2.55
C -5.82 2.11 -1.62
C -5.10 2.34 -0.46
C -3.92 1.66 -0.24
N -3.41 0.80 -1.13
C 0.13 -0.87 -3.56
C 1.19 -0.88 -4.45
C 0.98 -0.45 -5.75
Cl 2.31 -0.44 -6.84
N 0.12 -1.27 -2.20
C 0.99 -2.28 -1.82
O 2.02 -2.58 -2.36
C 0.45 -3.05 -0.67
C 1.07 -4.22 -0.29
C 0.49 -4.99 0.71
C -0.68 -4.53 1.28
C -1.22 -3.33 0.85
N -0.69 -2.58 -0.13
H -2.34 0.22 -5.64
H -5.80 1.00 -3.49
H -6.76 2.62 -1.80
H -5.45 3.04 0.29
H -3.36 1.82 0.67
H 2.17 -1.22 -4.16
H 1.97 -4.51 -0.81
H 0.93 -5.93 1.01
H -1.19 -5.09 2.05
H -2.13 -3.00 1.31
C -2.71 1.10 4.34
C -3.06 0.25 3.16
C -4.23 -0.51 3.12
C -4.53 -1.27 2.00
C -3.63 -1.25 0.96
Br -3.91 -2.25 -0.62
N -2.49 -0.56 0.97
C -2.23 0.19 2.06
H -3.04 0.64 5.27
H -3.20 2.08 4.27
H -1.64 1.27 4.41
H -4.91 -0.50 3.96
H -5.44 -1.86 1.93
H -1.30 0.74 2.03
O 0.16 0.12 0.28
P 1.56 -0.03 0.97
N 1.98 1.36 1.74
C 2.76 2.46 1.11
C 2.89 3.50 2.23
C 2.89 2.65 3.49
C 1.83 1.60 3.19
N 1.50 -1.22 2.09
C 2.73 -1.70 2.79
C 2.28 -2.05 4.20
C 0.81 -2.41 4.02
C 0.34 -1.39 3.00
N 2.63 -0.36 -0.22
C 3.97 -0.99 0.01
C 4.68 -0.83 -1.32
C 4.16 0.51 -1.83
C 2.68 0.46 -1.46
H 2.25 2.87 0.24
H 3.73 2.09 0.80
H 2.02 4.16 2.23
H 3.77 4.11 2.11
H 2.67 3.21 4.39
H 3.86 2.17 3.63
H 0.83 1.98 3.42
H 1.98 0.68 3.75
H 3.50 -0.92 2.80
H 3.12 -2.57 2.27
H 2.39 -1.19 4.87
H 2.87 -2.86 4.62
H 0.24 -2.35 4.95
H 0.71 -3.42 3.63
H 0.07 -0.45 3.49
H -0.53 -1.74 2.45
H 3.85 -2.03 0.29
H 4.51 -0.47 0.80
H 4.40 -1.63 -2.00
H 5.77 -0.85 -1.20
H 4.31 0.65 -2.90
H 4.66 1.34 -1.32
H 2.11 -0.03 -2.25
H 2.28 1.45 -1.30
C -0.94 4.03 -1.49
S 0.11 2.59 -1.58
C 0.64 2.69 -3.28
O -0.93 1.43 -1.63
H -0.30 4.90 -1.63
H -1.39 4.06 -0.50
H -1.70 3.98 -2.27
H 1.32 3.54 -3.38
H -0.24 2.82 -3.92
H 1.15 1.77 -3.52
*
```

---

A cluster of 4 separate species, C42H69ClN4O12S in total in a non-equilibrium geometry, computed with ωB97M-V with the def2-TZVPD basis set.

Computed properties:
strongest force on any atom	3.4	eV Å⁻¹
gap between HOMO and LUMO	0.3091	Eh
SMILES	COCCCCCCCCCc1c(Cl)ccc2c1N(CCOC=O)c1c(N)c(CCCCCN)cc(N)c1S2.CCOC(=O)OC.CCOC(=O)OC.CCOC(=O)OC

Structure (ORCA input):
```
! wB97M-V def2-TZVPD RIJCOSX def2/J DEFGRID3
* xyz 0 1
C 1.17 3.42 -2.18
O 1.19 2.02 -2.29
C 0.02 1.46 -1.78
C 0.04 -0.03 -2.04
C -0.01 -0.28 -3.52
C -0.16 -1.76 -3.89
C 1.17 -2.50 -3.88
C 0.95 -4.00 -3.65
C 1.65 -4.66 -2.45
C 0.63 -5.60 -1.83
C 1.05 -6.45 -0.62
C 2.41 -7.07 -0.66
C 2.61 -8.09 -1.51
Cl 1.34 -8.65 -2.56
C 3.76 -8.76 -1.61
C 4.77 -8.41 -0.82
C 4.59 -7.41 0.05
C 3.44 -6.71 0.15
N 3.23 -5.66 1.08
C 2.84 -6.24 2.42
C 1.42 -6.01 2.83
O 1.07 -4.63 2.93
C -0.01 -4.26 2.24
O -0.23 -3.10 1.89
C 4.39 -4.82 1.29
C 4.21 -3.51 1.49
N 2.88 -2.96 1.42
C 5.28 -2.72 1.75
C 5.18 -1.25 2.02
C 5.95 -0.42 1.01
C 5.20 -0.35 -0.31
C 6.10 -0.30 -1.54
C 5.32 -0.69 -2.80
N 6.01 -1.73 -3.57
C 6.51 -3.22 1.78
C 6.71 -4.52 1.58
N 7.99 -5.10 1.62
C 5.64 -5.30 1.35
S 5.92 -7.02 1.12
H 2.15 3.82 -2.36
H 0.86 3.75 -1.20
H 0.49 3.84 -2.91
H -0.87 1.91 -2.23
H -0.07 1.63 -0.71
H 0.96 -0.42 -1.63
H -0.81 -0.46 -1.54
H -0.87 0.22 -3.94
H 0.89 0.11 -3.98
H -0.62 -1.82 -4.86
H -0.80 -2.20 -3.13
H 1.69 -2.33 -4.81
H 1.77 -2.10 -3.07
H 1.15 -4.58 -4.54
H -0.11 -4.10 -3.44
H 1.87 -3.90 -1.70
H 2.58 -5.14 -2.73
H 0.21 -6.22 -2.60
H -0.17 -4.97 -1.48
H 0.87 -5.89 0.28
H 0.36 -7.28 -0.60
H 3.90 -9.56 -2.30
H 5.72 -8.90 -0.85
H 3.07 -7.29 2.46
H 3.46 -5.76 3.16
H 1.31 -6.43 3.82
H 0.73 -6.56 2.20
H -0.77 -5.03 2.03
H 2.89 -2.25 0.69
H 2.73 -2.41 2.26
H 4.15 -0.92 2.08
H 5.63 -1.08 2.99
H 6.04 0.58 1.40
H 6.96 -0.77 0.86
H 4.51 0.48 -0.30
H 4.58 -1.23 -0.40
H 6.49 0.70 -1.66
H 6.93 -0.98 -1.41
H 5.19 0.21 -3.39
H 4.32 -1.00 -2.52
H 6.09 -1.42 -4.53
H 5.48 -2.59 -3.57
H 7.36 -2.59 1.97
H 8.70 -4.41 1.79
H 8.05 -5.82 2.33
C 0.87 9.88 0.71
C 1.03 8.97 -0.49
O 0.69 7.61 -0.18
C -0.62 7.34 -0.16
O -1.51 8.12 -0.39
O -0.77 6.06 0.18
C -2.13 5.66 0.30
H 1.43 9.49 1.56
H 1.23 10.88 0.48
H -0.18 9.95 1.01
H 2.07 8.94 -0.80
H 0.45 9.32 -1.34
H -2.70 5.91 -0.59
H -2.59 6.11 1.18
H -2.14 4.58 0.42
C -6.02 8.16 -0.12
C -5.83 7.27 -1.33
O -6.18 5.91 -1.04
C -7.48 5.63 -1.05
O -8.37 6.41 -1.28
O -7.63 4.35 -0.73
C -8.99 3.92 -0.63
H -5.47 7.75 0.74
H -5.66 9.17 -0.32
H -7.07 8.21 0.17
H -4.78 7.27 -1.62
H -6.41 7.64 -2.18
H -9.54 4.17 -1.53
H -9.46 4.36 0.24
H -8.98 2.84 -0.52
C -8.18 1.53 6.04
C -7.67 1.84 4.65
O -8.73 2.27 3.78
C -9.10 3.54 3.92
O -8.62 4.34 4.68
O -10.10 3.78 3.08
C -10.64 5.10 3.17
H -9.01 0.82 6.00
H -7.39 1.11 6.66
H -8.55 2.43 6.53
H -7.27 0.93 4.19
H -6.88 2.58 4.67
H -9.86 5.85 3.08
H -11.18 5.22 4.11
H -11.34 5.22 2.34
*
```

---

A cluster of 10 separate species, C36H98N6O10 in total in a non-equilibrium geometry, computed with ωB97M-V with the def2-TZVPD basis set.

Computed properties:
strongest force on any atom	3.2	eV Å⁻¹
gap between HOMO and LUMO (alpha / beta)	0.0638 / 0.3423	Eh
⟨S²⟩	0.750

Structure (ORCA input):
```
! wB97M-V def2-TZVPD RIJCOSX def2/J DEFGRID3
* xyz -1 2
C -5.26 3.85 0.26
C -6.60 3.96 -0.52
C -6.73 3.09 -1.88
O -7.62 3.42 0.26
H -5.09 2.81 0.54
H -5.15 4.47 1.15
H -4.35 4.16 -0.25
H -6.87 4.99 -0.75
H -6.01 3.45 -2.62
H -7.72 3.08 -2.33
H -6.36 2.08 -1.69
H -7.37 2.52 0.44
C 1.68 -3.17 3.34
C 2.67 -4.25 3.77
C 2.18 -5.68 3.49
O 3.84 -3.89 3.02
H 2.15 -2.18 3.32
H 0.74 -3.09 3.88
H 1.28 -3.17 2.32
H 2.84 -4.16 4.84
H 2.32 -6.03 2.46
H 1.11 -5.77 3.66
H 2.64 -6.37 4.20
H 3.65 -3.84 2.08
C -1.46 0.12 -2.70
C -1.72 1.55 -3.13
C -2.90 2.26 -2.43
O -0.58 2.38 -2.75
H -2.17 -0.48 -3.26
H -1.71 -0.02 -1.64
H -0.45 -0.19 -2.95
H -1.86 1.68 -4.21
H -3.06 3.30 -2.69
H -2.67 2.23 -1.36
H -3.81 1.67 -2.53
H -0.73 3.24 -3.16
C -5.61 -2.78 1.41
C -5.77 -1.30 1.60
C -4.43 -0.57 1.76
O -6.63 -0.70 0.63
H -6.52 -3.37 1.42
H -4.91 -3.14 2.18
H -5.21 -3.07 0.44
H -6.39 -1.28 2.50
H -3.96 -0.93 2.68
H -4.57 0.51 1.86
H -3.63 -0.71 1.04
H -6.05 -0.48 -0.11
C -2.99 -6.08 -1.75
C -1.70 -6.40 -1.00
C -1.26 -5.33 0.00
O -0.94 -4.03 -0.56
C -1.18 -2.91 0.30
N -1.98 -7.70 -0.28
H -3.08 -5.19 -2.37
H -3.65 -5.93 -0.89
H -3.37 -6.94 -2.31
H -0.94 -6.61 -1.75
H -0.45 -5.67 0.64
H -2.05 -5.12 0.72
H -2.23 -2.62 0.37
H -0.58 -2.12 -0.15
H -0.69 -3.05 1.27
H -2.96 -7.92 -0.36
H -1.77 -7.62 0.71
C 4.55 0.81 0.26
C 5.25 0.45 -1.05
C 6.59 -0.26 -1.01
O 7.62 0.65 -0.69
C 8.92 0.27 -0.97
N 4.22 -0.42 -1.64
H 3.63 1.37 0.14
H 5.17 1.56 0.75
H 4.36 -0.11 0.83
H 5.35 1.26 -1.78
H 6.77 -0.58 -2.04
H 6.71 -1.17 -0.42
H 9.00 0.02 -2.03
H 9.25 -0.59 -0.38
H 9.65 1.05 -0.77
H 3.29 -0.06 -1.78
H 4.43 -0.62 -2.61
C 1.16 -0.10 1.37
C 0.43 0.57 0.21
C -0.45 1.79 0.63
O -1.62 1.37 1.27
C -2.23 2.46 1.86
N 1.37 1.14 -0.69
H 0.67 -0.97 1.82
H 1.09 0.50 2.28
H 2.13 -0.47 1.06
H -0.07 -0.17 -0.41
H -0.68 2.43 -0.22
H 0.13 2.39 1.33
H -3.20 2.23 2.28
H -2.38 3.26 1.13
H -1.69 2.95 2.67
H 0.82 1.81 -1.21
H 1.54 0.42 -1.38
C -3.38 5.82 6.19
C -4.33 5.05 5.26
C -3.98 5.24 3.78
O -4.27 6.58 3.42
C -3.77 7.11 2.13
N -4.26 3.61 5.66
H -3.52 5.44 7.20
H -3.54 6.89 6.29
H -2.35 5.84 5.85
H -5.32 5.44 5.46
H -4.49 4.54 3.10
H -2.92 5.01 3.66
H -4.34 6.64 1.33
H -2.69 6.98 2.04
H -3.88 8.19 2.18
H -5.03 3.01 5.43
H -4.14 3.49 6.66
C 6.49 3.59 -5.26
C 5.14 4.23 -5.21
C 4.50 4.07 -3.77
O 3.14 4.51 -3.59
C 2.59 3.88 -2.51
N 5.14 5.66 -5.52
H 6.49 2.54 -4.99
H 7.16 3.89 -4.45
H 7.19 3.92 -6.03
H 4.47 3.69 -5.88
H 5.02 4.36 -2.86
H 4.44 2.98 -3.79
H 3.15 4.15 -1.61
H 2.50 2.79 -2.60
H 1.61 4.25 -2.24
H 4.18 5.96 -5.53
H 5.69 6.21 -4.87
C 4.44 -4.10 -1.33
C 3.00 -4.26 -0.64
C 2.68 -5.74 -0.35
O 2.44 -6.41 -1.61
C 2.06 -7.73 -1.45
N 3.14 -3.45 0.53
H 5.15 -4.92 -1.23
H 5.05 -3.29 -0.93
H 4.37 -3.91 -2.40
H 2.26 -3.91 -1.36
H 1.70 -5.83 0.13
H 3.49 -6.29 0.12
H 1.29 -7.87 -0.70
H 2.91 -8.27 -1.02
H 1.76 -8.18 -2.39
H 2.48 -2.69 0.49
H 3.99 -2.97 0.23
*
```

---

A structure of composition C43H53As2NO4ReS5Si in a non-equilibrium geometry, computed with ωB97M-V with the def2-TZVPD basis set.

Computed properties:
strongest force on any atom	2.5	eV Å⁻¹
gap between HOMO and LUMO (alpha / beta)	0.2257 / 0.2281	Eh
relative energy (zero: lowest compared OMol25 entry of this formula, charge and spin)	34.22	kJ/mol

Structure (ORCA input):
```
! wB97M-V def2-TZVPD RIJCOSX def2/J DEFGRID3
* xyz 1 1
Re 1.02 -1.34 0.75
S 2.38 -3.34 3.22
As 2.90 -1.13 3.20
S 0.84 -0.05 2.56
S 3.31 -1.13 1.05
S 3.95 -0.14 4.56
C 2.24 7.43 -0.11
C 3.49 6.82 -0.28
C 3.71 5.53 0.11
C 2.63 4.82 0.63
C 1.39 5.37 0.80
C 1.19 6.71 0.47
As 2.82 2.90 0.92
C 4.67 2.63 0.99
C 5.51 2.79 2.12
C 6.79 2.25 2.09
C 7.27 1.58 0.98
C 6.44 1.35 -0.09
C 5.17 1.93 -0.15
C 4.24 1.90 -1.33
C 4.54 1.70 -2.67
C 3.65 2.06 -3.67
C 2.45 2.68 -3.32
C 2.11 2.88 -1.96
C 2.99 2.45 -0.98
H 2.07 8.46 -0.41
H 4.30 7.38 -0.78
H 4.70 5.04 0.05
H 0.56 4.76 1.18
H 0.26 7.22 0.61
H 5.09 3.24 2.98
H 7.46 2.43 2.91
H 8.25 1.09 1.02
H 6.74 0.74 -0.89
H 5.46 1.19 -2.93
H 3.88 1.83 -4.67
H 1.71 2.97 -4.07
H 1.24 3.41 -1.64
C 1.42 -3.19 1.71
H 1.88 -3.77 0.89
H 0.49 -3.75 1.91
N 1.60 -0.35 -0.88
S 1.34 -0.71 -2.49
C -0.02 0.31 -3.00
C -0.81 1.01 -2.14
C -1.90 1.78 -2.63
C -2.00 1.84 -4.00
C -1.20 1.09 -4.87
C -0.19 0.33 -4.35
C 0.60 -2.29 -2.49
C 1.46 -3.32 -2.14
C 1.02 -4.62 -2.17
C -0.26 -4.90 -2.60
C -1.13 -3.83 -3.02
C -0.69 -2.52 -2.91
H 2.32 0.36 -0.80
H -0.66 0.94 -1.10
H -1.29 -1.39 3.41
H -2.70 2.54 -4.55
H -1.22 1.28 -5.94
H 0.51 -0.17 -5.00
H 2.48 -3.11 -1.85
H 1.70 -5.38 -1.79
H -0.65 -5.89 -2.65
H -2.19 -4.03 -3.30
H -1.37 -1.68 -3.14
C -2.74 -5.88 3.14
C -1.95 -4.78 3.75
C -2.75 -4.08 4.88
C -0.62 -5.30 4.29
O -1.50 -3.87 2.65
Si -1.97 -2.58 1.83
O -0.79 -2.11 0.76
O -3.29 -2.80 0.98
C -4.61 -2.30 0.99
C -5.46 -3.19 1.87
C -5.13 -2.27 -0.48
C -4.62 -0.83 1.43
O -2.11 -1.27 2.89
C -2.52 2.75 -1.63
C -1.60 3.99 -1.65
C -2.55 2.17 -0.21
C -3.89 3.24 -2.03
H -3.10 -6.51 3.97
H -2.19 -6.52 2.46
H -3.65 -5.45 2.67
H -2.97 -4.86 5.60
H -3.74 -3.77 4.53
H -2.29 -3.20 5.35
H -0.74 -6.27 4.78
H -0.15 -4.62 5.01
H 0.09 -5.51 3.44
H -5.47 -4.22 1.49
H -6.43 -2.77 1.87
H -5.07 -3.28 2.89
H -5.07 -3.22 -0.99
H -4.50 -1.61 -1.07
H -6.11 -1.85 -0.54
H -4.66 -0.71 2.49
H -5.54 -0.39 1.05
H -3.73 -0.32 0.99
H -0.55 3.76 -1.35
H -1.94 4.78 -0.95
H -1.47 4.41 -2.64
H -1.59 1.87 0.21
H -3.17 1.27 -0.16
H -3.04 2.94 0.42
H -3.88 3.90 -2.87
H -4.36 3.83 -1.26
H -4.56 2.41 -2.20
*
```

---

Number 1: electronic energy -6505.00598 hartree. Number 2: electronic energy -3622.03133 hartree. Number 3: electronic energy -2511.01873 hartree. Number 4: electronic energy -8856.25063 hartree.